# CH12N2O4

A cluster of 5 separate species, CH12N2O4 in total (ωB97M-V with the def2-TZVPD basis set, OMol25).

Geometry as XYZ:
```
19
Properties=species:S:1:pos:R:3:nbo_charge:R:1
N -0.71 1.60 -3.44 -0.80
C -0.98 2.94 -3.47 0.31
N -1.33 3.63 -2.46 -0.79
H -0.76 1.14 -2.55 0.40
H -0.76 1.13 -4.32 0.39
H -1.02 3.30 -4.50 0.13
H -0.91 4.55 -2.44 0.36
H -0.90 -4.02 3.09 0.48
H -2.31 -4.13 3.53 0.46
O -1.43 -4.26 3.87 -0.95
H 1.07 -0.61 2.82 0.47
H 2.56 -0.52 2.62 0.47
O 1.80 0.02 2.87 -0.94
H 0.93 2.69 -0.63 0.48
H 1.56 1.97 0.66 0.48
O 1.58 2.74 0.09 -0.96
H 0.40 -4.24 0.68 0.48
H 1.00 -4.07 2.03 0.48
O 0.21 -3.86 1.54 -0.95
```

HOMO energy: -9.07 eV
charge: 0
frontier orbital gap: 9.145 eV

=====

# CH12N6O2P2S

A structure of composition CH12N6O2P2S (ωB97M-V with the def2-TZVPD basis set, OMol25).

Geometry as XYZ:
```
24
Properties=species:S:1:pos:R:3:nbo_charge:R:1
C 0.35 -0.25 3.09 -0.47
N -2.53 0.71 -2.05 -1.17
N -1.00 -1.49 -2.35 -1.18
N 2.01 2.33 -0.23 -1.24
N 2.42 -0.24 -0.14 -1.20
N -1.06 -0.62 0.02 -1.21
N 0.31 0.79 2.09 -0.54
O 0.17 0.78 -1.68 -1.13
O 3.68 1.32 1.66 -1.08
P -1.07 -0.03 -1.49 2.30
P 2.60 1.13 0.72 1.88
S -1.02 0.87 1.22 0.72
H -0.60 -0.20 3.53 0.21
H 0.59 -1.09 2.56 0.19
H 1.20 -0.12 3.87 0.22
H -3.25 0.23 -1.55 0.39
H -2.42 1.71 -2.04 0.41
H -1.69 -2.16 -2.07 0.39
H -0.88 -1.25 -3.32 0.41
H 1.12 2.08 -0.76 0.45
H 1.85 3.23 0.24 0.40
H 2.72 -1.07 0.35 0.40
H 1.53 -0.39 -0.52 0.42
H -1.63 -1.35 0.41 0.41
```

spin multiplicity: 3
HOMO energy (spin up / spin down): -4.47 / -9.72 eV
⟨S²⟩: 2.01
charge: 0
frontier orbital gap (spin up / spin down): 4.449 / 7.565 eV

=====

# CH12NO3

A cluster of 4 separate species, CH12NO3 in total (ωB97M-V with the def2-TZVPD basis set, OMol25).

Geometry as XYZ:
```
17
Properties=species:S:1:pos:R:3:nbo_charge:R:1
C 1.28 0.71 1.35 -0.43
N 0.02 -0.21 1.17 -0.73
H 1.56 0.76 2.34 0.22
H 1.18 1.76 1.03 0.24
H 2.24 0.27 0.78 0.24
H 0.30 -1.16 1.58 0.47
H -0.74 0.06 1.77 0.43
H -0.13 -0.24 0.12 0.49
H -1.28 0.21 -2.11 0.53
H -0.05 -0.76 -2.14 0.50
O -0.67 -0.32 -1.52 -0.99
H -2.83 2.92 -2.63 0.48
H -2.93 2.40 -4.03 0.48
O -2.63 2.13 -3.21 -0.95
H 1.05 -3.03 2.43 0.50
H 2.25 -2.97 1.42 0.52
O 1.38 -2.53 1.65 -0.98
```

HOMO energy: -14.52 eV
charge: +1
frontier orbital gap: 11.494 eV

=====

# CH12NO3

A cluster of 4 separate species, CH12NO3 in total (ωB97M-V with the def2-TZVPD basis set, OMol25).

Geometry as XYZ:
```
17
Properties=species:S:1:pos:R:3:nbo_charge:R:1
C 1.62 0.58 0.24 -0.42
N 0.17 0.43 0.66 -0.71
H 2.09 0.95 1.22 0.23
H 1.71 1.20 -0.69 0.25
H 2.03 -0.36 0.00 0.23
H 0.24 -0.55 0.90 0.48
H -0.13 1.18 1.31 0.45
H -0.35 0.40 -0.21 0.47
H -1.70 -1.64 -2.20 0.51
H -2.55 -1.00 -0.97 0.49
O -1.71 -1.09 -1.38 -0.99
H -1.16 3.19 -0.50 0.49
H -1.13 2.41 -1.86 0.50
O -0.78 2.48 -0.96 -0.98
H 0.39 -2.75 2.26 0.50
H 0.58 -3.09 0.77 0.50
O 0.68 -2.35 1.40 -0.98
```

HOMO energy: -15.49 eV
charge: +1
frontier orbital gap: 12.470 eV

=====

# CH12NO4

A cluster of 5 separate species, CH12NO4 in total (ωB97M-V with the def2-TZVPD basis set, OMol25).

Geometry as XYZ:
```
18
Properties=species:S:1:pos:R:3:nbo_charge:R:1
C 1.65 -1.40 1.82 0.18
N 1.98 -2.06 0.80 -0.58
H 1.57 -1.87 2.80 0.22
H 1.60 -0.32 1.83 0.23
H 1.66 -2.04 -0.18 0.50
H 2.18 -3.06 0.97 0.42
H -4.44 3.68 0.28 0.48
H -4.37 3.05 -1.05 0.47
O -3.78 3.31 -0.32 -0.95
H 2.89 0.90 -0.93 0.49
H 1.43 1.09 -0.60 0.49
O 2.06 0.44 -0.92 -0.97
H -0.44 -1.99 -2.17 0.50
H 0.03 -0.89 -1.21 0.50
O 0.16 -1.83 -1.42 -0.98
H -1.81 0.79 -0.46 0.49
H -1.37 1.40 0.71 0.49
O -0.99 0.80 0.05 -0.97
```

HOMO energy: -14.20 eV
charge: +1
frontier orbital gap: 9.010 eV

=====

# CH12NO4

A cluster of 5 separate species, CH12NO4 in total (ωB97M-V with the def2-TZVPD basis set, OMol25).

Geometry as XYZ:
```
18
Properties=species:S:1:pos:R:3:nbo_charge:R:1
C 0.10 0.56 2.17 0.14
N 0.55 -0.62 2.01 -0.59
H 0.09 1.00 3.13 0.20
H -0.42 1.08 1.37 0.26
H 0.81 -0.93 1.02 0.48
H 1.04 -1.04 2.79 0.42
H -0.57 -4.57 -0.54 0.49
H 0.60 -4.22 -1.40 0.49
O -0.26 -3.87 -1.13 -0.95
H -0.08 -2.07 -0.57 0.52
H -0.08 -0.62 -1.12 0.52
O 0.38 -1.21 -0.51 -0.99
H 0.68 3.72 -2.50 0.49
H 0.60 4.37 -1.12 0.49
O 0.49 3.53 -1.57 -0.97
H -2.07 1.44 -0.64 0.49
H -0.76 2.14 -0.87 0.51
O -1.12 1.31 -0.53 -0.99
```

HOMO energy: -15.08 eV
charge: +1
frontier orbital gap: 10.712 eV

=====

# CH12O4S

A cluster of 5 separate species, CH12O4S in total (ωB97M-V with the def2-TZVPD basis set, OMol25).

Geometry as XYZ:
```
18
Properties=species:S:1:pos:R:3:nbo_charge:R:1
C -0.20 -1.21 -1.96 -0.74
S -0.84 -2.66 -1.11 -0.03
H 0.81 -0.92 -1.75 0.21
H -0.29 -1.18 -2.96 0.21
H -0.80 -0.27 -1.53 0.24
H 0.14 -3.52 -1.49 0.12
H 0.11 0.33 1.82 0.48
H 0.27 1.53 0.80 0.51
O -0.41 1.00 1.37 -1.02
H -1.96 1.60 1.01 0.50
H -3.25 1.26 0.27 0.45
O -2.68 2.05 0.57 -0.97
H 1.79 2.58 -0.63 0.48
H 2.09 1.24 -0.10 0.48
O 1.73 2.05 0.14 -0.92
H 0.92 -1.04 2.58 0.48
H 1.16 -1.82 1.19 0.50
O 1.41 -1.03 1.77 -0.96
```

HOMO energy: -9.59 eV
charge: 0
frontier orbital gap: 9.833 eV

=====

# CH12O4S2

A cluster of 5 separate species, CH12O4S2 in total (ωB97M-V with the def2-TZVPD basis set, OMol25).

Geometry as XYZ:
```
19
Properties=species:S:1:pos:R:3:nbo_charge:R:1
C -1.54 -0.78 1.33 -0.76
S -2.05 0.68 0.41 0.07
S -3.59 1.31 1.67 -0.14
H -0.96 -1.41 0.65 0.24
H -2.43 -1.36 1.57 0.22
H -1.03 -0.61 2.26 0.22
H -3.94 2.29 0.83 0.14
H 3.79 0.24 -3.54 0.47
H 2.95 -0.75 -2.83 0.50
O 3.30 0.15 -2.71 -0.98
H 3.21 -1.97 -1.03 0.51
H 2.59 -3.21 -1.69 0.47
O 2.99 -2.36 -1.89 -1.00
H 3.68 -0.68 1.07 0.48
H 2.27 -0.49 0.44 0.51
O 2.97 -1.15 0.63 -0.99
H 1.86 0.83 -1.49 0.51
H 0.54 0.65 -0.71 0.47
O 1.49 0.74 -0.59 -0.97
```

HOMO energy: -8.38 eV
charge: 0
frontier orbital gap: 8.632 eV

=====

Copy entry 1 word for word.
# CH12N2O4

A cluster of 5 separate species, CH12N2O4 in total (ωB97M-V with the def2-TZVPD basis set, OMol25).

Geometry as XYZ:
```
19
Properties=species:S:1:pos:R:3:nbo_charge:R:1
N -0.71 1.60 -3.44 -0.80
C -0.98 2.94 -3.47 0.31
N -1.33 3.63 -2.46 -0.79
H -0.76 1.14 -2.55 0.40
H -0.76 1.13 -4.32 0.39
H -1.02 3.30 -4.50 0.13
H -0.91 4.55 -2.44 0.36
H -0.90 -4.02 3.09 0.48
H -2.31 -4.13 3.53 0.46
O -1.43 -4.26 3.87 -0.95
H 1.07 -0.61 2.82 0.47
H 2.56 -0.52 2.62 0.47
O 1.80 0.02 2.87 -0.94
H 0.93 2.69 -0.63 0.48
H 1.56 1.97 0.66 0.48
O 1.58 2.74 0.09 -0.96
H 0.40 -4.24 0.68 0.48
H 1.00 -4.07 2.03 0.48
O 0.21 -3.86 1.54 -0.95
```

HOMO energy: -9.07 eV
charge: 0
frontier orbital gap: 9.145 eV

=====

> Number 2 is which compound?

CH12N6O2P2S

=====

> Which formula does entry 4 have?

CH12NO3